Computed, not measured: 2 unconnected molecules or ions with the total composition C6H15NO at a distorted geometry, with ωB97M-V with the def2-TZVPD basis set.

Geometry as XYZ:
```
23
Properties=species:S:1:pos:R:3:forces:R:3
C 2.7827 -0.4899 -1.1652 -0.8 0.9 -2.0
C 1.4728 -0.2878 -0.4316 0.3 -1.4 2.5
C 0.5039 0.6264 -1.1272 0.0 -0.2 0.3
C -0.8273 0.5993 -0.3528 2.9 0.0 -2.3
C -1.7936 -0.3197 -0.9907 -0.5 -0.4 -1.4
C -0.8317 1.2853 0.7523 -2.2 2.4 5.4
N -2.0107 1.4588 1.5963 1.8 1.3 -3.2
H 2.6995 -0.3706 -2.3183 0.2 -0.3 2.0
H 3.5455 0.1323 -0.7754 0.6 1.5 0.0
H 3.2183 -1.3950 -0.9028 0.4 -2.3 0.0
H 1.7239 0.1009 0.6337 -0.6 -0.5 -1.6
H 0.9785 -1.3139 -0.2191 0.6 1.4 -0.5
H 0.9853 1.6349 -1.1194 -0.6 -0.6 -0.7
H 0.3592 0.1211 -2.1224 0.1 1.3 0.5
H -2.3980 0.2243 -1.7746 -0.2 -0.3 1.3
H -2.3568 -0.8539 -0.2031 -0.3 0.1 -0.9
H -1.2708 -1.0262 -1.7370 -0.5 0.5 1.8
H -0.1304 1.9458 1.3845 0.2 -1.3 -2.4
H -2.6988 0.8578 1.3556 -2.8 -2.2 -1.1
H -1.9911 1.4629 2.5557 1.2 0.1 2.5
O -0.7261 -1.1599 2.4150 -0.4 3.2 0.2
H -0.9233 -1.8796 2.9440 -0.3 -2.5 1.1
H -0.3109 -1.3532 1.6025 0.7 -0.8 -1.2
```
Forces are in eV/Å.

HOMO energy (hartree): -0.2868
Charge: 0
Gap between HOMO and LUMO (eV): 8.597
Relative energy (zero: lowest compared OMol25 entry of this formula, charge and spin) (kJ/mol): 299.7